No. 1
DFT (wB97M-V/def2-TZVPD) results for the ion C22H26BrN4O with charge +1 in a non-equilibrium geometry.

```
54
Properties=species:S:1:pos:R:3
H -1.50101 2.19751 -3.61064
C 2.21916 -1.54012 4.81979
H 2.19836 1.36112 -5.48531
H -4.11971 1.31267 2.91134
C -1.21969 1.33006 2.13256
C 0.29004 -0.56478 -0.60426
H 1.96467 -0.75621 2.88942
N 0.01008 1.43696 0.00720
C -0.54026 0.68806 0.94678
H 1.77363 -1.74089 -1.61740
H 2.39049 -2.51864 6.73185
H 0.43415 -2.69666 -1.00368
C 0.91338 -2.63398 3.12506
H -1.29262 -1.45316 2.36130
N -0.03705 0.21465 -4.62971
H 0.03129 2.44744 0.04500
H -1.54226 -2.30127 0.83699
C -0.22040 3.86126 -3.92535
H 0.08355 -3.75639 1.50053
H -0.97466 -1.05135 -2.60497
O 1.96179 -0.63363 -3.74757
H -3.49479 0.11908 1.76306
C 0.75158 -0.62607 -3.75090
N 0.52330 0.64351 -0.96549
C 1.53130 2.09086 -5.02962
H -1.46003 0.56716 2.87499
C 0.97888 4.31852 -4.42528
C -0.53206 2.52281 -3.99016
H 2.87022 -0.73067 5.14327
H -0.00486 -4.45766 3.80945
C -2.52541 2.02050 1.59644
H -0.31124 -2.51392 -3.28411
C 0.63606 -3.61164 4.05978
C 1.70746 -1.58879 3.54699
C -0.02579 -1.56198 -2.82705
H -0.90329 4.60171 -3.51687
C 0.37308 -2.72364 1.71635
N -0.37568 -0.59752 0.63751
C -3.78352 1.17289 1.88046
H -0.57337 2.10990 2.54416
C 0.32984 1.60844 -4.54233
H 2.80059 3.80217 -5.37654
H 0.16778 -0.07634 -5.58475
C -0.80378 -1.75044 1.43310
H 1.19985 5.38122 -4.38460
C 1.96378 -2.53893 5.73483
Br -2.69796 3.86165 2.19128
H -4.56177 1.42345 1.15732
H -2.45371 2.05795 0.50513
H 1.20314 -2.48112 1.04137
C 1.86468 3.41802 -4.98102
H 0.95254 -4.35343 6.06715
C 0.68898 -1.73545 -1.45532
C 1.14126 -3.57489 5.33248
```

Results
Largest force on an atom   1.97 eV Å⁻¹
HOMO-LUMO gap   0.318 hartree
Charge   +1
HOMO energy   -11.51 eV
Total energy   -3721.9722 Ha
LUMO   -0.105 Eh
SMILES string   C[C@@H](Br)Cc1[nH]nc(CCC(=O)Nc2ccccc2)[n+]1CCc1ccccc1

No. 2
DFT (wB97M-V/def2-TZVPD) results for a structure of composition C51H40AsCuN6O.

```
100
Properties=species:S:1:pos:R:3
C 1.00788 -0.98239 -5.54634
C -0.85945 4.15157 3.29157
N 0.13617 2.74755 1.12944
C -2.94362 3.98467 -0.46445
C 3.14454 -2.75697 -5.42806
C -1.77294 -0.49605 -1.35020
C -0.99137 -1.58841 -3.12461
C 1.92788 1.77361 2.43137
H -2.62374 -3.87070 1.93298
C -5.58101 0.51000 2.31116
H 3.97062 -3.45325 -5.38840
C 0.26570 3.36033 3.43031
C 2.14238 0.52619 -2.63639
H 3.79089 -1.74226 0.56696
C -2.78443 3.54695 -2.79913
C -0.66436 2.60693 -3.74297
C -2.11406 -1.43726 -2.34454
H 0.74963 3.27892 4.38928
H 2.49412 -2.05980 5.30644
H -6.23108 -1.31666 1.39720
H -3.06509 -1.92842 -2.45644
C -0.56723 -0.96143 6.24881
C -1.18588 -0.92338 5.00661
H 0.17717 -0.29018 -5.58520
N 2.18237 0.98265 1.38514
C 0.75594 -1.36224 6.35436
C -3.52277 3.99113 -1.72494
C -0.96203 3.49461 0.99348
H 2.89718 2.90803 -0.62712
C -1.41908 -5.06208 0.62817
Cu 0.54083 0.98830 -0.18018
H 4.42382 0.83698 4.49575
C -3.03739 -0.58733 2.22696
H -2.37160 1.28110 3.06855
C -0.26313 -5.12816 -0.13509
H -1.24616 4.70864 4.13339
H -4.53714 4.34267 -1.85565
H 1.48851 -4.08705 -0.80881
N -0.93629 3.06659 -1.37334
C 3.19699 0.12126 1.43079
C 3.80361 2.03119 -2.47901
H -2.07371 -5.92015 0.69538
C 2.88082 -3.24499 -7.81667
H 0.89188 -1.49619 -7.62595
C 0.73604 2.66863 2.32135
H 4.68215 2.62931 -2.64547
C 0.58656 -4.03383 -0.21362
C -4.11680 -1.30880 1.73388
H 2.56740 -0.86265 -0.37488
C 3.78917 0.87070 3.62126
H 0.34728 2.38281 -3.42437
C 1.26139 -0.44075 -3.12398
C 1.67824 -1.18372 -4.34188
C 2.72484 1.75603 3.56696
H -0.63197 3.36949 -4.52224
C 1.46601 -1.73561 5.22062
C -0.47123 -1.29059 3.87352
C 3.45494 -0.75767 0.24352
As -1.20408 -1.13086 2.10860
C 0.27242 -2.86638 0.46147
C -1.48296 4.21879 2.06337
C -5.38994 -0.75671 1.78162
H 4.23803 -0.32451 -0.38185
H 2.54146 2.42036 4.39521
C -3.22489 0.69872 2.73455
C 4.02425 0.03791 2.54832
H -3.52213 4.31011 0.38622
H -3.97844 -2.28685 1.29411
H 1.40925 -1.99620 3.09439
C -4.49825 1.24076 2.78257
H -1.11548 1.71127 -4.17514
C 2.47310 -2.54657 -6.62850
C -0.00393 -0.71108 -2.59939
N -0.52602 -0.07114 -1.48603
H -6.57510 0.93382 2.34788
H 4.83876 -0.67263 2.55991
H 0.90685 -1.99477 0.37320
H 3.78079 0.58332 -4.14109
C 0.85458 -1.70057 3.97860
C 3.34461 0.98066 -3.24076
C 2.87609 2.18564 -1.42745
H -1.12178 -0.68150 7.13380
N 3.20394 -3.79963 -8.76750
C -1.48375 3.08707 -2.58524
H 1.23263 -1.39535 7.32436
C -1.73775 -3.89742 1.31179
C 1.40407 -1.65502 -6.68751
H -2.35525 4.84089 1.94108
N 1.89531 1.29980 -1.51281
H -0.02206 -6.03759 -0.66831
H -2.40348 -0.11479 -0.55879
C -0.89463 -2.79675 1.21552
H -4.64596 2.23504 3.18206
H 3.27211 -2.22574 -3.35816
C 2.74898 -2.07071 -4.29291
H -3.19308 3.54999 -3.80065
H -0.86857 -2.22572 -3.98396
C -1.64177 3.52097 -0.33540
H -2.22487 -0.62615 4.93206
O -0.39246 0.12165 1.38546
```

Results
Largest force on an atom   0.48 eV Å⁻¹
HOMO-LUMO gap (alpha / beta)   0.252 / 0.252 hartree
Charge   +1
HOMO energy (alpha / beta)   -9.79 / -9.80 eV
2S+1   2
Total energy   -6247.3441 Ha
⟨S²⟩   0.75
LUMO (alpha / beta)   -0.108 / -0.108 Eh
Energy relative to the best compared isomer or geometry (same formula, charge and spin)   0.0 kcal per mole

No. 3
DFT (wB97M-V/def2-TZVPD) results for a cluster of 2 separate species, C5H14S in total in a non-equilibrium geometry.

```
20
Properties=species:S:1:pos:R:3
S 2.15500 1.36223 -0.73895
H 1.22464 2.79273 1.75964
H -0.87504 -1.11607 -0.94168
H 0.58727 1.46344 2.78253
C 1.36398 0.63633 0.85540
H -3.00947 -2.44175 -0.79880
H -3.66466 -0.96368 -1.00090
C 1.33043 1.70009 1.89266
H -3.53203 -1.47779 0.69063
C -3.03233 -1.48980 -0.25351
H 0.39068 0.21175 0.51034
C 1.86442 0.09231 -1.94064
H 2.12400 -0.13966 1.10691
H 0.82812 -0.20472 -2.08389
H 2.17664 0.43426 -2.94263
C -1.67153 -0.82735 -0.25269
H 2.23844 1.63273 2.58270
H -1.16983 -1.09760 0.70611
H 2.39843 -0.82918 -1.75289
H -1.72720 0.26173 -0.18034
```

Results
Largest force on an atom   5.14 eV Å⁻¹
HOMO-LUMO gap   0.343 hartree
HOMO energy   -8.40 eV
Total energy   -597.0307 Ha
LUMO   0.035 Eh
Energy relative to the best compared isomer or geometry (same formula, charge and spin)   29.3 kcal per mole
SMILES string   CCSC.CC

No. 4
DFT (wB97M-V/def2-TZVPD) results for a cluster of 13 separate species, C16H58O21 in total in a non-equilibrium geometry.

```
95
Properties=species:S:1:pos:R:3
H 1.51223 2.90564 2.15192
O 0.10257 6.21823 -1.51873
H 3.40290 -1.73721 0.75866
H 2.69071 2.08543 -2.04835
H 3.75015 0.57733 -1.00419
H -0.36170 -1.11243 -2.23724
H 3.10168 2.44545 0.39877
H 0.51007 -1.51799 4.34857
O -1.56647 -2.41565 3.35831
H -1.34893 0.77713 1.94512
O -4.89172 -4.94234 -2.81712
O -2.76146 4.95892 1.44681
H 4.20139 0.29063 1.63979
O -4.37248 1.57104 -2.26088
H -4.65293 -1.98056 -3.31264
H -2.37360 5.35802 0.64557
O 4.31173 1.24459 1.43987
H 3.09454 1.16321 -3.45962
H -0.52842 6.04582 -2.26972
H -2.23738 2.82243 -0.23583
H 3.79316 -2.97525 3.33317
O -3.93824 -1.51737 -2.83482
H -1.80804 -5.85597 4.40028
O 3.32193 3.68475 2.62922
H -1.29377 2.60307 -2.14257
H -2.57209 -3.43671 -2.60448
O 0.30951 0.37072 -1.11871
H -2.11044 -2.67714 4.12236
H -4.43429 3.67630 1.80823
H 0.34759 2.33258 -0.93968
H 2.30816 3.80624 -0.79069
H 2.46956 1.92239 3.32281
H -5.44363 -5.67704 -3.19326
H 1.61281 5.13625 -2.64697
H 0.92507 4.40774 0.15465
H 0.15364 -4.34777 -2.10738
O 1.23634 -2.11856 4.11134
H -3.39170 1.84839 0.67608
H -1.99862 -4.16207 2.04360
O -1.70818 2.54749 1.68192
H -1.76948 3.29184 2.35735
C 2.52533 2.55949 2.41512
C 3.01723 1.78265 1.25345
H -1.40997 -0.74247 2.42597
H -5.06008 2.06885 -2.72777
H 1.98687 -2.63204 -1.21171
O 4.21116 2.89622 -3.38629
C -2.74318 2.73394 0.72702
H 1.49751 -4.94790 -2.46682
H 0.27084 0.21109 -0.15177
H -4.24758 4.10170 0.08256
H 1.57740 -0.95722 2.51369
H -1.93335 0.44607 -3.68852
C -4.14198 -5.50830 -1.77590
O 5.30214 1.95491 -1.15724
O -1.49120 -4.96060 4.52079
H -4.28689 -0.65843 -2.81267
C -1.15668 -3.58844 2.64211
H 2.00222 -1.09160 -0.96078
H -3.51690 1.99381 -2.51378
H 2.07562 6.07977 -1.22566
C -0.47918 -4.57752 3.61042
O -1.19240 -0.14869 1.67144
C 3.08745 -2.41959 2.68321
H -3.96957 -3.50398 -0.73954
H -0.49923 -3.17475 1.91934
H -4.76280 -5.92048 -1.00627
H 2.30074 1.02453 1.06369
H 0.03204 -5.37194 3.10672
O 3.88870 -1.73088 1.66232
C -0.79852 -0.22680 -1.80270
C 2.13252 -1.37925 3.31966
H 0.30369 -4.00815 4.10949
C -1.26204 0.75948 -2.93382
H -0.35665 1.17940 -3.37074
C 3.56336 1.79870 -2.71772
C 1.26318 4.15826 -0.85280
O 2.47504 -1.91018 -0.73097
H -1.68542 -0.51593 -1.21162
C 4.45601 0.99106 -1.76022
O 1.05970 -4.06655 -2.20694
H 2.47487 -3.18757 2.11245
H 5.06791 0.25468 -2.23441
H 4.15274 3.30390 2.94746
C 1.30428 5.41896 -1.59985
H 5.29393 1.70988 -0.21200
H 4.68679 3.37408 -2.68371
O 0.32123 3.16536 -1.36731
O -1.87912 1.89669 -2.24259
H 2.58589 -0.59982 3.84063
H -3.40905 -6.20797 -2.10273
C -3.69398 3.91275 1.03579
C -3.33061 -4.36757 -1.00827
H -2.94869 -4.94071 -0.15185
O -2.25342 -4.04844 -1.87998
```

Results
Largest force on an atom   3.68 eV Å⁻¹
HOMO-LUMO gap   0.357 hartree
HOMO energy   -9.45 eV
Total energy   -2224.2916 Ha
LUMO   0.010 Eh
Energy relative to the best compared isomer or geometry (same formula, charge and spin)   0.0 kcal per mole